1.
This record from the Open Molecules 2025 dataset describes a molecular structure, C21H29F2GaIN2O8 in a non-equilibrium geometry. The level of theory is ωB97M-V with the def2-TZVPD basis set.

Charge = -1
Frontier orbital gap = 0.2602 Eh
Relative energy (zero: lowest compared OMol25 entry of this formula, charge and spin) = 0.0000 eV

CARTESIAN COORDINATES (ANGSTROEM)
C 3.400624 2.894525 1.849076
C 2.807346 2.092835 0.707497
O 3.326394 2.170669 -0.393268
N 1.732552 1.298819 1.012783
C 0.617702 2.132617 1.566274
Ga 1.108703 0.264911 -0.542384
C 2.417425 -1.144256 -1.170614
C 3.902635 -0.730984 -1.127864
C 4.493196 -0.994269 0.222222
N 4.976058 0.100649 0.962226
O 4.547988 -2.110363 0.682174
C 0.629500 1.589431 -2.058080
C -0.747789 1.494100 -2.618701
C -1.831874 1.927719 -1.649096
I -0.864772 2.905592 -4.377782
C -0.581777 -0.726088 0.055501
C -1.006119 -0.769995 1.392866
C -2.167326 -1.427190 1.799455
C -2.962197 -2.083194 0.858157
C -2.552813 -2.089113 -0.472138
C -1.386467 -1.425760 -0.859335
H 4.343054 3.326294 1.538776
H 2.735377 3.723017 2.087090
H 3.490046 2.297825 2.749420
H -0.333590 1.791697 1.178744
H 0.627102 2.116565 2.655207
H 0.715586 3.170974 1.248387
H 2.307749 -2.092181 -0.653905
H 2.177205 -1.350937 -2.213903
H 4.467991 -1.372445 -1.807104
H 4.054538 0.292724 -1.454301
H 5.693684 0.587622 0.433891
H 5.426980 -0.298468 1.779644
H 1.392324 1.526733 -2.827572
H 0.735389 2.581946 -1.620557
H -0.934307 0.526332 -3.065275
H -1.410583 2.547445 -0.864945
H -2.609615 2.496184 -2.144376
H -2.308858 1.072637 -1.176984
H -0.414999 -0.259649 2.138264
H -2.445536 -1.404063 2.842250
H -3.870416 -2.573288 1.175946
H -3.155041 -2.599981 -1.209835
H -1.125545 -1.479169 -1.910757
C -0.008273 -2.154314 6.853345
C 0.689071 -2.595126 5.584976
O 0.001989 -1.864637 4.593624
C -0.473416 -0.723503 5.167955
O -0.870446 0.217325 4.576305
O -0.411169 -0.823585 6.526506
F 0.535957 -3.923984 5.359628
H -0.889902 -2.766602 7.049538
H 0.638828 -2.157470 7.726843
H 1.751492 -2.349234 5.540433
C -4.585820 0.014668 -6.184997
C -4.319035 0.666617 -4.847760
O -3.615341 -0.345912 -4.153149
C -2.971090 -1.110351 -5.080287
O -2.113372 -1.889083 -4.845723
O -3.463233 -0.856886 -6.322556
F -5.474617 0.950104 -4.188790
H -5.504878 -0.574172 -6.161253
H -4.627746 0.722899 -7.008428
H -3.706527 1.564779 -4.903283

Forces on atoms 1 to 2 (eV/Å):
C -0.38 0.44 -0.04
C 0.09 -0.16 0.61

---

2.
This record from the Open Molecules 2025 dataset describes a molecular structure, C28H25BrN4O2PtS in a non-equilibrium geometry. The level of theory is ωB97M-V with the def2-TZVPD basis set.

Frontier orbital gap = 0.2401 Eh

CARTESIAN COORDINATES (ANGSTROEM)
Pt -0.254984 -0.107075 0.032324
Br 3.813658 -4.931435 3.673285
C 3.186135 -3.463025 2.642443
C 3.651880 -3.296263 1.333312
C 3.178474 -2.265149 0.564467
C 2.204490 -1.345304 1.037219
O 1.820037 -0.392887 0.234915
C 1.784687 -1.516275 2.398426
C 0.883198 -0.588696 3.033290
N 0.278857 0.290135 2.344361
C -0.510584 1.329224 2.795442
C -0.966392 1.566467 4.065400
C -1.748041 2.705425 4.349637
C -2.048665 3.612849 3.376238
C -1.584473 3.411840 2.053601
C -1.823717 4.326425 1.003729
C -1.338867 4.069339 -0.242158
C -0.643475 2.868657 -0.473798
N -0.416761 1.985326 0.467429
C -0.847603 2.250815 1.752142
C 2.288302 -2.580106 3.169553
H 4.376604 -3.993364 0.933188
H 3.524185 -2.120280 -0.452072
H 0.776659 -0.653488 4.126940
H -0.728218 0.870634 4.860120
H -2.103677 2.863282 5.359984
H -2.651289 4.485863 3.595292
H -2.380329 5.234713 1.206234
H -1.489730 4.760855 -1.059306
H -0.263778 2.626768 -1.458032
H 1.952295 -2.690471 4.194087
C -5.176220 -3.689067 -1.447871
C -5.100368 -2.987757 -0.099916
N -4.468889 -1.666152 -0.186544
C -5.377844 -0.522723 -0.251460
C -5.733517 -0.000112 1.133063
C -3.131263 -1.558500 -0.253887
S -2.504226 0.049695 -0.420434
N -2.471622 -2.711726 -0.202862
C -1.160782 -2.880236 -0.313296
O -0.265402 -2.029237 -0.560739
C -0.681966 -4.290682 -0.176137
C 0.684730 -4.546259 -0.244905
C 1.162174 -5.837828 -0.085636
C 0.274700 -6.883074 0.130462
C -1.091400 -6.634929 0.186821
C -1.569995 -5.342904 0.036139
H -5.679605 -4.652421 -1.348277
H -4.173415 -3.856700 -1.839068
H -5.734085 -3.084880 -2.167147
H -4.548329 -3.593076 0.614205
H -6.104276 -2.827644 0.295696
H -6.274342 -0.850994 -0.779317
H -4.922433 0.266770 -0.842813
H -6.187653 -0.784202 1.742538
H -6.444463 0.824523 1.054699
H -4.836430 0.358371 1.639372
H 1.361927 -3.719583 -0.409637
H 2.227053 -6.029684 -0.122876
H 0.645114 -7.893236 0.254960
H -1.783442 -7.450451 0.355307
H -2.628807 -5.127102 0.084471

Forces on atoms 1 to 2 (eV/Å):
Pt -0.55 0.21 -1.76
Br -0.01 0.04 -0.01

---

no.,LUMO level (eV)
1,2.281
2,-0.626